Computed, not measured: a molecular structure, C21H13Cl5N2NiO5S at a distorted geometry, with ωB97M-V/def2-TZVPD.

Geometry as XYZ:
```
48
Properties=species:S:1:pos:R:3:forces:R:3
Ni -0.28658 -0.21818 -0.87308 1.2 0.5 0.2
O 0.05932 1.48429 -1.96128 -0.2 -0.2 -0.2
C 0.31966 2.64150 -1.50854 0.1 0.2 0.0
C 0.23164 3.76877 -2.37802 0.1 0.1 -0.2
C 0.38168 5.05621 -1.93248 -0.1 0.0 -0.2
C 0.62832 5.31795 -0.58775 0.1 0.4 0.3
C 0.77256 4.25738 0.27775 0.1 -0.2 0.1
C 0.66836 2.92839 -0.14156 -0.4 0.2 -0.7
C 0.78114 1.89500 0.83760 0.3 -1.1 0.6
N 0.77673 0.62184 0.61604 -0.4 1.1 -0.7
N 0.87534 -0.17368 1.69573 0.3 -0.4 1.7
C 0.35671 -1.37570 1.54709 0.3 1.0 -0.6
O -0.16883 -1.82863 0.49261 -0.4 -0.3 -0.2
C 0.35885 -2.19167 2.78724 -0.1 -0.2 0.4
C 0.75886 -1.62626 3.99687 0.0 -0.1 0.0
C 0.65485 -2.34479 5.17076 0.0 0.0 0.1
C 0.15198 -3.63729 5.15829 0.0 -0.1 0.1
C -0.24325 -4.20787 3.95902 0.0 -0.2 0.2
C -0.14046 -3.49101 2.78215 0.1 0.2 -0.3
H 0.00442 3.57573 -3.41786 0.0 -0.1 -0.1
H 0.28021 5.88305 -2.62855 0.0 0.0 0.0
H 0.69812 6.33804 -0.22937 0.0 0.0 0.0
H 0.97919 4.44391 1.32717 0.0 0.0 0.0
H 0.83243 2.21143 1.88441 0.2 -0.1 0.0
H 1.13207 -0.61421 3.98895 0.0 0.1 0.0
H 0.95024 -1.89123 6.10858 0.0 0.0 0.0
H 0.06462 -4.19162 6.08431 0.0 -0.1 0.0
H -0.65095 -5.21177 3.95050 0.0 0.0 0.0
H -0.46072 -3.91192 1.84113 -0.1 0.0 -0.1
Cl -1.69739 -1.44197 -2.38125 -0.6 -0.5 -0.5
C -0.12041 -2.06602 -2.73184 1.2 -0.2 -0.1
C 0.92573 -1.34405 -2.13708 -0.5 -0.7 -0.4
C 2.20269 -1.77026 -2.46805 -0.7 0.1 -0.1
Cl 3.54939 -0.94827 -1.77335 0.5 0.4 0.3
C 2.45230 -2.82833 -3.34014 -0.2 0.0 0.1
Cl 4.06079 -3.25024 -3.81080 0.2 -0.1 0.0
C 1.38531 -3.56110 -3.84134 0.0 0.1 0.0
Cl 1.66552 -4.92346 -4.85858 0.1 -0.2 -0.2
C 0.08268 -3.18495 -3.52573 -0.1 0.1 0.2
Cl -1.23799 -4.14322 -4.08521 -0.3 -0.1 -0.1
C -2.83553 2.91262 -0.55383 -0.1 -1.1 0.0
S -3.15186 1.11972 -0.44108 -1.4 1.1 0.4
O -4.24657 1.00782 0.51916 0.3 0.1 -0.1
O -3.52127 0.69557 -1.78166 0.3 -0.1 -0.1
O -1.92060 0.51829 0.09291 0.0 0.0 0.0
H -3.78727 3.36747 -0.79078 -0.2 0.1 0.0
H -2.11783 3.08745 -1.34120 0.1 0.1 -0.1
H -2.45420 3.24526 0.40217 0.1 0.1 0.2
```
Positions in Å, forces in eV/Å.

- Total charge: -2
- HOMO level (spin up / spin down): -1.661 / -1.598 eV
- ⟨S²⟩: 2.0064
- Energy above the lowest of the compared OMol25 structures with the same formula, charge and spin: 15.9 kcal per mole
- Multiplicity: 3
- Lowest unoccupied orbital energy (spin up / spin down): 4.190 / 4.185 eV